Density functional theory data (the ωB97M-V functional and the def2-TZVPD basis) for C22H28MnN6O5S as an isolated structure at a distorted geometry.

Atoms and positions in Å:
1 Mn -0.637 -0.145 -0.337
2 C 1.025 -1.846 -4.048
3 O 2.078 -2.456 -3.279
4 C 2.682 -1.687 -2.317
5 C 4.052 -1.696 -2.285
6 C 4.762 -0.958 -1.324
7 C 4.066 -0.206 -0.410
8 C 2.662 -0.197 -0.402
9 C 1.986 0.545 0.641
10 N 0.731 0.590 0.797
11 N 0.268 1.279 1.934
12 C -1.036 1.190 1.971
13 O -1.731 0.546 1.110
14 C -1.762 1.845 3.096
15 C -1.083 2.555 4.081
16 C -1.786 3.172 5.107
17 C -3.174 3.083 5.156
18 C -3.851 2.359 4.184
19 C -3.145 1.740 3.158
20 C 1.938 -0.957 -1.358
21 O 0.657 -1.017 -1.361
22 H 0.132 -1.685 -3.462
23 H 0.820 -2.527 -4.870
24 H 1.352 -0.884 -4.453
25 H 4.568 -2.284 -3.039
26 H 5.845 -0.985 -1.306
27 H 4.598 0.390 0.328
28 H 2.584 1.076 1.380
29 H -0.002 2.620 4.019
30 H -1.255 3.725 5.874
31 H -3.724 3.578 5.949
32 H -4.931 2.279 4.224
33 H -3.650 1.175 2.385
34 C 0.554 -1.820 3.443
35 S -0.946 -2.046 2.496
36 C -1.226 -3.732 3.013
37 O -0.506 -2.166 1.050
38 H 0.304 -1.890 4.507
39 H 0.927 -0.820 3.216
40 H 1.273 -2.586 3.141
41 H -1.494 -3.730 4.076
42 H -0.316 -4.314 2.839
43 H -2.054 -4.121 2.419
44 C 0.797 3.140 -2.275
45 O 0.514 1.783 -1.925
46 C -0.624 1.448 -1.323
47 C -1.660 2.515 -1.229
48 H 0.830 3.768 -1.387
49 H 0.066 3.538 -2.976
50 H 1.775 3.128 -2.741
51 H -1.272 3.392 -0.703
52 H -2.518 2.132 -0.684
53 H -1.989 2.837 -2.228
54 N -0.407 -4.265 -1.225
55 C -1.500 -4.374 -1.985
56 N -1.696 -5.537 -2.642
57 N -2.400 -3.435 -2.131
58 C -2.211 -2.226 -1.642
59 N -2.123 -1.136 -1.270
60 H 0.372 -4.878 -1.396
61 H -0.195 -3.362 -0.802
62 H -1.206 -6.368 -2.368
63 H -2.584 -5.635 -3.098

Summary:
Energy above the lowest of the compared OMol25 structures with the same formula, charge and spin in eV: 0.000
<S²>: 0.9298
Net charge: 0
M in g mol⁻¹: 543.51
Strongest force on any atom in eV/A: 1.4
Multiplicity: 2
HOMO-LUMO gap (spin up / spin down) in hartree: 0.262 / 0.244

Density functional theory data (the ωB97M-V functional and the def2-TZVPD basis) for a single C3H14N3P3 molecule at a distorted geometry.

Atoms and positions in Å:
1 C -2.483 -0.084 0.985
2 C -1.041 0.303 0.675
3 C -1.052 1.706 -0.077
4 N -0.398 -0.745 -0.106
5 P -0.999 -1.244 -1.615
6 N 1.033 -0.755 0.098
7 P 1.529 -2.144 0.903
8 N 2.021 -0.115 -0.631
9 P 2.528 1.457 -0.193
10 H -2.895 -0.331 0.032
11 H -2.477 -0.958 1.527
12 H -3.017 0.666 1.480
13 H -0.463 0.379 1.548
14 H -1.185 1.432 -1.057
15 H -0.137 2.237 0.090
16 H -1.878 2.273 0.287
17 H -0.652 -0.271 -2.591
18 H 0.127 -2.224 -1.970
19 H 2.801 -1.459 1.379
20 H 2.386 -2.965 0.056
21 H 2.723 -0.809 -1.049
22 H 2.030 1.621 1.052
23 H 1.498 2.030 -0.822

Summary:
Energy above the lowest of the compared OMol25 structures with the same formula, charge and spin in eV: 0.309
Structure (SMILES): CC(C)N(P)N(P)NP
Net charge: 0
M in g mol⁻¹: 185.09
Strongest force on any atom in eV/A: 3.3
Multiplicity: 1
HOMO-LUMO gap in hartree: 0.333

Density functional theory data (the ωB97M-V functional and the def2-TZVPD basis) for a 6-piece molecular cluster, H12O6 overall at a distorted geometry.

Atoms and positions in Å:
1 O 0.446 -1.271 2.173
2 H 1.304 -0.862 2.015
3 H 0.314 -1.843 1.408
4 O 2.188 2.613 -1.180
5 H 2.274 1.824 -1.727
6 H 1.356 2.483 -0.711
7 O -3.742 -1.435 -1.679
8 H -4.517 -1.584 -1.125
9 H -3.016 -1.355 -1.051
10 O 1.118 -0.228 -0.405
11 H 0.927 0.712 -0.311
12 H 0.648 -0.637 0.330
13 O 2.587 -1.815 -0.194
14 H 2.728 -0.988 -0.669
15 H 2.119 -2.372 -0.827
16 O -2.591 2.199 1.353
17 H -2.129 1.353 1.347
18 H -2.058 2.761 0.780

Summary:
Energy above the lowest of the compared OMol25 structures with the same formula, charge and spin in eV: 2.668
Structure (SMILES): O.O.O.O.O.O
Net charge: 0
M in g mol⁻¹: 108.09
Strongest force on any atom in eV/A: 3.0
Multiplicity: 1
HOMO-LUMO gap in hartree: 0.392

Density functional theory data (the ωB97M-V functional and the def2-TZVPD basis) for a single C4H5NO molecule at a distorted geometry.

Atoms and positions in Å:
1 N -1.131 -1.464 0.624
2 C -0.129 -0.705 0.127
3 C 1.078 -1.043 -0.331
4 O 1.026 1.374 -1.656
5 C 0.398 1.650 -0.654
6 C 0.019 0.690 0.317
7 H -0.920 -2.444 0.748
8 H -1.700 -1.039 1.342
9 H 1.546 -0.849 -1.289
10 H 0.090 2.703 -0.489
11 H -0.279 1.126 1.259

Summary:
Energy above the lowest of the compared OMol25 structures with the same formula, charge and spin in eV: 4.350
Net charge: 0
M in g mol⁻¹: 83.09
Strongest force on any atom in eV/A: 1.1
Multiplicity: 1
HOMO-LUMO gap (spin up / spin down) in hartree: 0.290 / 0.290

Density functional theory data (the ωB97M-V functional and the def2-TZVPD basis) for C39H58AsN7OSSi3Tl as an isolated structure.

Atoms and positions in Å:
1 Tl -0.114 0.835 -0.386
2 N 4.221 -1.092 -0.307
3 C 3.056 -0.366 -0.120
4 S 2.158 0.009 -1.544
5 N 2.785 -0.075 1.113
6 N 1.575 0.548 1.346
7 C 1.510 1.100 2.505
8 C 0.385 1.774 3.112
9 C 0.646 2.480 4.297
10 C -0.340 3.145 4.989
11 C -1.646 3.103 4.484
12 C -1.944 2.409 3.337
13 C -0.947 1.707 2.607
14 O -1.276 1.026 1.565
15 H 4.639 -0.982 -1.216
16 H 4.859 -1.032 0.473
17 H 2.422 1.064 3.103
18 H 1.667 2.492 4.667
19 H -0.112 3.689 5.895
20 H -2.438 3.633 5.002
21 H -2.951 2.386 2.940
22 N -7.315 -2.911 -7.516
23 C -6.444 -2.757 -6.781
24 C -5.359 -2.564 -5.862
25 C -4.993 -1.279 -5.467
26 C -3.944 -1.097 -4.587
27 C -3.267 -2.202 -4.084
28 C -3.634 -3.488 -4.467
29 C -4.672 -3.668 -5.361
30 N -2.211 -2.019 -3.169
31 C -1.147 -2.878 -2.945
32 C -0.427 -2.328 -1.936
33 N -1.030 -1.164 -1.526
34 C -2.073 -0.988 -2.290
35 H -5.521 -0.422 -5.862
36 H -3.638 -0.099 -4.309
37 H -3.126 -4.345 -4.049
38 H -4.964 -4.665 -5.663
39 H -0.989 -3.760 -3.538
40 H 0.490 -2.673 -1.489
41 H -2.742 -0.145 -2.233
42 C -1.261 -0.888 4.935
43 Si -2.425 -1.814 3.793
44 C -3.826 -0.713 3.206
45 C -3.168 -3.184 4.852
46 As -1.264 -2.436 1.829
47 Si 0.570 -3.656 2.678
48 C 1.504 -4.413 1.233
49 C 1.740 -2.446 3.501
50 C 0.136 -5.020 3.905
51 Si -2.648 -4.123 0.933
52 C -3.616 -5.227 2.116
53 C -3.909 -3.221 -0.134
54 C -1.659 -5.315 -0.138
55 H -1.857 -0.278 5.621
56 H -0.575 -0.220 4.418
57 H -0.681 -1.595 5.535
58 H -4.187 -0.085 4.026
59 H -4.664 -1.320 2.851
60 H -3.488 -0.064 2.397
61 H -3.570 -2.689 5.744
62 H -2.433 -3.917 5.184
63 H -3.989 -3.712 4.371
64 H 1.834 -3.628 0.547
65 H 0.922 -5.143 0.671
66 H 2.400 -4.912 1.614
67 H 2.212 -1.795 2.761
68 H 2.529 -3.007 4.013
69 H 1.243 -1.817 4.238
70 H -0.659 -5.673 3.540
71 H -0.183 -4.598 4.860
72 H 1.022 -5.634 4.093
73 H -4.466 -4.702 2.551
74 H -3.011 -5.632 2.928
75 H -4.011 -6.068 1.535
76 H -4.695 -2.788 0.490
77 H -4.382 -3.904 -0.846
78 H -3.446 -2.404 -0.690
79 H -1.139 -6.052 0.478
80 H -0.929 -4.815 -0.773
81 H -2.361 -5.857 -0.781
82 C 1.741 4.207 0.715
83 C 0.314 4.015 0.198
84 C -0.656 4.973 0.894
85 C 0.198 4.130 -1.312
86 C 0.723 5.293 -1.865
87 C 0.585 5.626 -3.200
88 C -0.114 4.738 -4.006
89 C -0.632 3.550 -3.519
90 C -1.355 2.663 -4.513
91 C -2.846 2.524 -4.203
92 C -0.669 1.311 -4.718
93 C -0.500 3.180 -2.133
94 N -1.120 2.020 -1.751
95 H 1.790 3.973 1.782
96 H 2.077 5.240 0.594
97 H 2.441 3.559 0.183
98 H 0.000 3.025 0.520
99 H -0.469 6.001 0.572
100 H -0.546 4.919 1.981
101 H -1.687 4.721 0.640
102 H 1.239 5.987 -1.207
103 H 0.996 6.546 -3.595
104 H -0.249 4.966 -5.060
105 H -1.292 3.189 -5.473
106 H -2.993 1.978 -3.270
107 H -3.367 2.025 -5.029
108 H -3.301 3.509 -4.079
109 H -0.639 0.761 -3.777
110 H 0.361 1.453 -5.051
111 H -1.190 0.717 -5.479

Summary:
Energy above the lowest of the compared OMol25 structures with the same formula, charge and spin in eV: 0.000
Net charge: -1
M in g mol⁻¹: 1036.57
Strongest force on any atom in eV/A: 0.6
Multiplicity: 1
HOMO-LUMO gap in hartree: 0.184

Density functional theory data (the ωB97M-V functional and the def2-TZVPD basis) for a single C17H30FN3O6S molecule.

Atoms and positions in Å:
1 C -1.767 4.057 4.839
2 C -2.047 3.278 3.557
3 C -0.897 3.490 2.564
4 C -1.262 2.997 1.182
5 O -2.253 3.390 0.585
6 N -0.445 2.078 0.627
7 C 0.706 1.296 1.062
8 C 0.531 0.434 -0.221
9 F 1.625 0.498 -1.038
10 C 0.294 -1.016 0.180
11 O 1.234 -1.631 0.634
12 N -1.002 -1.484 0.319
13 C -1.122 -2.639 1.213
14 C -0.752 -2.251 2.638
15 S -1.314 -3.430 3.828
16 O -0.875 -3.014 5.124
17 O -2.681 -3.735 3.565
18 O -0.486 -4.736 3.430
19 C -2.014 -1.441 -0.723
20 C -1.498 -1.053 -2.101
21 N -2.470 -0.679 -2.966
22 O -0.328 -1.128 -2.404
23 C -0.599 1.398 -0.647
24 C -2.251 1.770 3.761
25 C -3.489 1.267 4.531
26 C -3.327 1.395 6.049
27 C -3.649 -0.225 4.221
28 C -4.746 2.009 4.075
29 H -0.968 3.588 5.420
30 H -1.458 5.077 4.605
31 H -2.648 4.125 5.474
32 H -2.938 3.692 3.079
33 H -0.688 4.558 2.469
34 H 0.015 3.010 2.931
35 H 1.655 1.834 1.054
36 H 0.577 0.772 2.011
37 H -2.163 -2.957 1.203
38 H -0.501 -3.469 0.871
39 H 0.321 -2.135 2.775
40 H -1.256 -1.323 2.920
41 H 0.286 -4.801 4.010
42 H -2.412 -2.453 -0.848
43 H -2.859 -0.806 -0.439
44 H -3.425 -0.558 -2.682
45 H -2.211 -0.471 -3.916
46 H -1.604 1.015 -0.804
47 H -0.305 1.996 -1.512
48 H -2.300 1.321 2.760
49 H -1.352 1.356 4.239
50 H -3.281 2.429 6.385
51 H -4.174 0.925 6.553
52 H -2.420 0.887 6.384
53 H -3.750 -0.405 3.147
54 H -2.790 -0.788 4.594
55 H -4.536 -0.629 4.713
56 H -4.862 1.957 2.990
57 H -5.633 1.567 4.533
58 H -4.719 3.063 4.358

Summary:
Energy above the lowest of the compared OMol25 structures with the same formula, charge and spin in eV: 0.668
Structure (SMILES): C[C@@H](CC(=O)N1CC(F)(C(=O)N(CCS(=O)(=O)O)CC(N)=O)C1)CC(C)(C)C
Net charge: 0
M in g mol⁻¹: 423.51
Strongest force on any atom in eV/A: 0.3
Multiplicity: 1
HOMO-LUMO gap in hartree: 0.363